No. 1
Molecular formula: C35H34ClInNOSi2
Method: DFT, ωB97M-V/def2-TZVPD

```
! RIJCOSX wB97M-V def2-TZVPD def2/J DEFGRID3
* xyz 1 1
C -1.484 -0.630 5.161
C -2.249 -0.125 4.082
C -2.245 -1.089 3.041
H -2.807 0.809 4.085
C -1.441 -2.188 3.456
C -0.961 -1.897 4.780
H -0.423 -2.588 5.423
H -1.378 -0.170 6.141
H -2.822 -1.049 2.118
H -1.314 -3.129 2.917
In 0.777 -0.632 2.994
Si -0.006 -0.150 -3.277
C 0.413 1.381 -4.277
C 1.674 1.744 -4.782
H 2.540 1.112 -4.594
C 1.807 2.927 -5.522
H 2.783 3.223 -5.926
C 0.692 3.741 -5.766
H 0.795 4.667 -6.340
C -0.560 3.380 -5.254
H -1.435 4.006 -5.428
C -0.694 2.211 -4.508
H -1.665 1.931 -4.102
C 0.637 -1.616 -4.215
C 0.124 -1.692 -5.531
H -0.528 -0.895 -5.891
C 0.424 -2.776 -6.355
H -0.016 -2.840 -7.349
C 1.298 -3.770 -5.894
H 1.548 -4.608 -6.549
C 1.881 -3.670 -4.624
H 2.581 -4.439 -4.286
C 1.569 -2.588 -3.789
H 2.040 -2.484 -2.807
H -1.468 -0.260 -3.289
Si 0.763 0.292 -0.953
C -0.223 -1.312 -0.543
C -1.611 -1.420 -0.768
H -2.197 -0.537 -1.030
C -2.265 -2.661 -0.685
H -3.322 -2.728 -0.968
C -1.579 -3.797 -0.269
H -2.075 -4.762 -0.252
C -0.240 -3.674 0.093
H 0.309 -4.547 0.452
C 0.429 -2.441 -0.008
H 1.458 -2.353 0.349
C -0.478 1.662 -0.534
C -1.563 1.581 0.365
H -1.599 0.803 1.132
C -2.600 2.512 0.292
H -3.497 2.394 0.903
C -2.494 3.617 -0.559
H -3.311 4.338 -0.641
C -1.331 3.793 -1.312
H -1.215 4.660 -1.958
C -0.306 2.852 -1.241
H 0.628 3.036 -1.765
H 2.018 0.435 -1.717
Cl 2.072 0.709 0.834
O 2.217 -1.657 4.541
C 2.600 -0.912 5.710
C 1.871 0.390 5.755
C 1.815 1.123 6.943
C 1.122 2.326 6.970
C 0.513 2.765 5.785
C 0.587 1.990 4.634
N 1.250 0.803 4.631
H 2.663 -2.513 4.519
H 2.352 -1.493 6.606
H 3.686 -0.733 5.700
H 2.318 0.691 7.808
H 1.058 2.915 7.892
H -0.028 3.703 5.747
H 0.116 2.299 3.701
*
```

Output
* LUMO (spin up / spin down): -4.323 / -4.608 eV
* energy relative to the best compared isomer or geometry (same formula, charge and spin): 46.4 kJ/mol
* F_max: 2.8 eV Å⁻¹

***

No. 2
Molecular formula: C18H28Cl2O15
Method: DFT, ωB97M-V/def2-TZVPD

```
! RIJCOSX wB97M-V def2-TZVPD def2/J DEFGRID3
* xyz 1 2
Cl 0.140 -2.029 1.192
C -0.516 -0.440 0.563
C -0.799 -0.389 -0.983
Cl -2.014 0.823 -1.194
H 0.103 0.381 0.924
H -1.425 -0.479 1.163
H -1.177 -1.310 -1.427
H 0.046 -0.099 -1.607
C -2.695 -1.685 5.250
C -3.226 -1.806 3.862
O -2.919 -0.458 3.333
C -2.340 0.310 4.300
O -2.189 1.531 4.134
O -2.030 -0.446 5.409
H -2.034 -2.498 5.549
H -3.593 -1.690 5.868
H -4.309 -1.848 3.740
H -2.550 -2.508 3.373
C -0.165 -4.915 4.692
C 0.971 -4.689 3.716
O 0.938 -6.025 3.112
C 0.558 -6.915 3.967
O 0.828 -8.119 3.805
O -0.139 -6.318 4.872
H -1.142 -4.781 4.228
H 0.022 -4.391 5.629
H 1.949 -4.424 4.117
H 0.555 -4.117 2.887
C -2.328 -2.067 -6.059
C -1.268 -1.846 -7.114
O -0.328 -0.955 -6.501
C -0.553 -0.893 -5.278
O 0.178 -0.250 -4.536
O -1.684 -1.614 -4.891
H -2.665 -3.072 -5.802
H -3.194 -1.413 -6.152
H -1.838 -1.461 -7.959
H -0.918 -2.858 -7.316
C -0.336 3.107 -4.167
C -1.419 3.654 -3.374
O -2.481 2.794 -3.866
C -2.202 2.582 -5.126
O -2.993 2.193 -6.013
O -1.003 2.979 -5.417
H 0.213 2.242 -3.795
H 0.472 3.823 -4.316
H -1.550 4.726 -3.522
H -1.323 3.341 -2.334
C 1.595 2.318 2.223
C 2.519 3.487 2.473
O 3.400 3.298 1.410
C 4.285 4.183 1.082
O 4.325 5.388 1.348
O 5.239 3.590 0.252
C 6.251 4.332 -0.388
H 0.825 2.360 2.992
H 2.078 1.341 2.204
H 1.136 2.399 1.238
H 3.023 3.397 3.435
H 1.966 4.422 2.385
H 6.389 5.298 0.098
H 6.130 4.675 -1.415
H 7.211 3.831 -0.268
*
```

Output
* LUMO (spin up / spin down): -4.031 / -10.040 eV
* F_max: 5.9 eV Å⁻¹

***

No. 3
Molecular formula: C45H57GeN2O2PSc
Method: DFT, ωB97M-V/def2-TZVPD

```
! RIJCOSX wB97M-V def2-TZVPD def2/J DEFGRID3
* xyz 3 1
Sc -21.467 -6.594 12.971
O -21.287 -8.465 13.662
C -20.483 -9.345 14.091
O -20.645 -10.641 13.714
C -19.241 -8.981 14.902
C -18.697 -9.986 15.750
C -17.422 -9.974 16.150
C -16.679 -8.855 15.929
C -17.262 -7.686 15.490
C -18.471 -7.760 14.766
P -18.857 -6.492 13.546
C -17.606 -7.014 12.365
C -17.785 -8.262 11.692
C -16.809 -8.727 10.796
C -15.730 -7.924 10.463
C -15.613 -6.706 11.094
C -16.511 -6.279 12.072
C -18.491 -4.900 14.296
C -18.742 -4.859 15.669
C -18.446 -3.646 16.364
C -17.844 -2.572 15.649
C -17.510 -2.701 14.270
C -17.905 -3.832 13.591
H -19.381 -10.726 16.115
H -17.069 -10.854 16.673
H -15.631 -8.802 16.232
H -16.700 -6.743 15.563
H -18.713 -8.801 11.947
H -16.848 -9.691 10.347
H -15.134 -8.126 9.624
H -14.927 -5.901 10.817
H -16.281 -5.413 12.673
H -19.141 -5.707 16.196
H -18.628 -3.560 17.415
H -17.531 -1.728 16.213
H -17.040 -1.880 13.731
H -17.972 -3.906 12.518
C -22.494 -6.393 5.954
C -22.414 -5.133 6.803
C -21.360 -4.116 6.384
C -23.811 -4.435 6.921
C -21.975 -5.444 8.219
C -20.934 -6.349 8.579
C -20.763 -6.744 9.882
N -21.472 -6.182 10.888
C -22.382 -5.204 10.645
C -22.526 -4.719 9.297
C -23.316 -4.734 11.647
C -24.340 -3.835 11.386
C -24.925 -3.212 12.463
C -24.519 -3.495 13.764
C -23.509 -4.421 14.011
N -22.938 -5.118 13.001
C -25.988 -2.121 12.237
C -25.745 -0.776 13.010
C -26.141 -1.653 10.737
C -27.403 -2.768 12.681
H -22.830 -6.058 4.923
H -23.237 -7.097 6.330
H -21.464 -6.910 5.811
H -21.584 -3.646 5.448
H -20.365 -4.474 6.286
H -21.229 -3.313 7.117
H -24.241 -4.445 5.917
H -23.758 -3.411 7.353
H -24.418 -5.102 7.546
H -20.271 -6.730 7.764
H -20.000 -7.423 10.204
H -23.129 -3.751 9.129
H -24.644 -3.730 10.312
H -25.008 -3.034 14.599
H -23.164 -4.562 15.015
H -24.745 -0.396 12.705
H -25.673 -0.991 14.091
H -26.562 -0.013 12.851
H -25.342 -0.988 10.406
H -26.983 -0.980 10.555
H -26.252 -2.506 10.074
H -27.428 -3.236 13.686
H -27.592 -3.637 12.018
H -28.256 -2.007 12.583
C -26.077 -11.437 11.328
C -25.066 -10.474 11.922
C -24.383 -10.879 13.187
C -23.260 -11.880 13.030
Ge -21.623 -11.253 12.202
C -20.494 -12.850 11.671
C -20.939 -13.773 10.557
C -20.368 -15.235 10.452
C -18.822 -15.266 10.197
H -26.995 -11.394 11.977
H -25.596 -12.447 11.384
H -26.421 -11.121 10.314
H -25.585 -9.527 12.094
H -24.218 -10.329 11.195
H -25.212 -11.215 13.803
H -24.023 -9.948 13.693
H -23.636 -12.742 12.320
H -22.957 -12.353 13.944
H -21.602 -9.999 11.461
H -20.532 -13.376 12.644
H -19.523 -12.475 11.593
H -20.814 -13.326 9.530
H -22.019 -13.902 10.704
H -20.877 -15.547 9.509
H -20.703 -15.851 11.293
H -18.389 -16.028 10.808
H -18.349 -14.302 10.404
H -18.708 -15.566 9.186
*
```

Output
* LUMO: -9.225 eV
* energy relative to the best compared isomer or geometry (same formula, charge and spin): 0.0 kJ/mol
* F_max: 4.9 eV Å⁻¹

***

No. 4
Molecular formula: C4H7ClO
Method: DFT, ωB97M-V/def2-TZVPD

```
! RIJCOSX wB97M-V def2-TZVPD def2/J DEFGRID3
* xyz 0 1
C -1.816 0.034 1.226
C 0.216 0.597 0.341
C 1.266 0.262 -0.416
C 1.125 -0.697 -1.472
H -2.713 -0.498 0.892
H -2.095 1.059 1.496
H -1.374 -0.408 2.099
H 0.178 1.382 1.187
H 0.061 -0.924 -1.486
H 1.511 -0.246 -2.447
H 1.759 -1.558 -1.373
O -0.936 -0.008 0.094
Cl 2.817 1.003 -0.142
*
```

Output
* SMILES string: CO/C=C(\C)Cl
* LUMO: 0.931 eV
* energy relative to the best compared isomer or geometry (same formula, charge and spin): 142.6 kJ/mol
* F_max: 2.7 eV Å⁻¹

***

No. 5
Molecular formula: C27H28GdN2Si
Method: DFT, ωB97M-V/def2-TZVPD

```
! RIJCOSX wB97M-V def2-TZVPD def2/J DEFGRID3
* xyz 1 8
C 0.291 -0.129 -1.578
C 1.557 -0.678 -1.197
C 1.347 -2.000 -0.695
H 2.529 -0.207 -1.327
C -0.050 -2.289 -0.800
C -0.703 -1.130 -1.343
H -1.755 -1.075 -1.637
H 0.150 0.839 -2.062
H 2.132 -2.678 -0.357
H -0.521 -3.252 -0.590
Gd 0.170 -0.465 0.830
C 2.666 2.257 2.958
H 2.222 1.385 3.449
H 2.636 3.138 3.613
H 3.753 2.109 2.802
Si 2.725 2.181 0.886
C 2.647 3.592 -0.291
C 2.663 3.239 -1.657
H 2.879 2.206 -1.949
C 2.367 4.190 -2.634
H 2.370 3.899 -3.684
C 2.066 5.502 -2.265
H 1.842 6.248 -3.029
C 2.070 5.867 -0.913
H 1.834 6.891 -0.616
C 2.373 4.923 0.072
H 2.371 5.198 1.131
C 4.118 0.943 0.670
C 5.169 1.159 -0.241
H 5.340 2.151 -0.665
C 5.986 0.093 -0.632
H 6.744 0.251 -1.403
C 5.819 -1.170 -0.055
H 6.468 -2.004 -0.346
C 4.839 -1.370 0.925
H 4.691 -2.352 1.372
C 4.037 -0.302 1.326
H 3.328 -0.455 2.147
H 1.568 1.302 0.417
H 1.866 2.801 1.999
N -1.134 1.650 0.507
C -2.310 1.644 1.343
C -2.849 2.792 1.889
C -4.060 2.698 2.617
C -4.721 1.485 2.737
C -4.174 0.284 2.210
C -4.787 -0.983 2.278
C -4.118 -2.097 1.788
C -2.827 -1.960 1.267
N -2.208 -0.759 1.199
C -2.903 0.377 1.566
H -1.361 1.433 -0.471
H -0.625 2.529 0.500
H -2.344 3.748 1.756
H -4.480 3.598 3.060
H -5.682 1.423 3.260
H -5.782 -1.064 2.717
H -4.566 -3.086 1.810
H -2.264 -2.817 0.890
*
```

Output
* LUMO (spin up / spin down): -3.405 / -3.386 eV
* energy relative to the best compared isomer or geometry (same formula, charge and spin): 65.6 kJ/mol
* F_max: 5.2 eV Å⁻¹

***

No. 6
Molecular formula: C7H10
Method: DFT, ωB97M-V/def2-TZVPD

```
! RIJCOSX wB97M-V def2-TZVPD def2/J DEFGRID3
* xyz 0 1
C 1.894 0.037 -0.231
C 0.926 -0.473 0.820
C -0.483 -0.167 0.156
C -0.515 -0.408 -1.309
C -1.614 -1.081 0.039
C -0.913 1.193 0.483
C -1.202 2.317 0.802
H 2.667 -0.665 -0.555
H 2.309 1.026 -0.018
H 1.167 0.132 -1.146
H 1.021 -1.552 0.998
H 0.938 0.050 1.783
H -0.846 0.311 -2.054
H -0.090 -1.322 -1.720
H -1.444 -2.139 -0.106
H -2.577 -0.836 0.529
H -1.447 3.315 1.086
*
```

Output
* SMILES string: C#CC1(CC)CC1
* LUMO: 1.101 eV
* energy relative to the best compared isomer or geometry (same formula, charge and spin): 455.4 kJ/mol
* F_max: 3.7 eV Å⁻¹